Below is a structure of composition C27H60N3O10S2 in a non-equilibrium geometry, with properties calculated with ωB97M-V with the def2-TZVPD basis set.

Element x y z (Å)
C (-4.57933, 2.84550, 3.65859)
C (-3.97973, 1.57530, 4.31805)
C (-2.50426, 1.45457, 3.96943)
C (-1.86452, 0.21765, 4.60833)
C (-2.12365, -1.04232, 3.77002)
C (-1.02717, -2.09698, 3.96859)
C (-1.04821, -3.12688, 2.83186)
C (0.12080, -2.94145, 1.86208)
C (0.24004, -1.51081, 1.34831)
C (1.31987, -1.34696, 0.27695)
C (0.74232, -1.72820, -1.11133)
C (0.66696, -0.52338, -2.06496)
C (-0.65014, -0.39256, -2.82817)
S (-1.89238, 0.49940, -1.89788)
O (-2.98001, 0.83304, -2.79338)
O (-1.19089, 1.66547, -1.40614)
N (-2.35583, -0.35095, -0.60888)
S (-3.15640, -1.68858, -0.93379)
O (-2.59555, -2.50509, -1.99931)
O (-3.30327, -2.41455, 0.30634)
C (-4.85584, -1.30266, -1.42194)
C (-5.11982, -1.01760, -2.88680)
O (-5.83155, -0.07092, -3.22112)
O (-4.60629, -1.88039, -3.80890)
H (-5.31387, 2.59260, 2.90292)
H (-3.79291, 3.41848, 3.17667)
H (-5.04112, 3.48886, 4.40180)
H (-4.09379, 1.67417, 5.39309)
H (-4.52741, 0.72001, 3.93469)
H (-1.97398, 2.34375, 4.29862)
H (-2.37474, 1.34927, 2.89479)
H (-2.21100, 0.09249, 5.63402)
H (-0.78358, 0.36330, 4.63539)
H (-3.08848, -1.46200, 4.03677)
H (-2.09392, -0.74198, 2.72627)
H (-1.19943, -2.56283, 4.94067)
H (-0.06267, -1.60217, 4.04722)
H (-1.99456, -3.02573, 2.30573)
H (-1.00877, -4.13656, 3.23803)
H (-0.01591, -3.60479, 1.00767)
H (1.02441, -3.23904, 2.39688)
H (0.51959, -0.88141, 2.19631)
H (-0.72849, -1.15817, 1.00695)
H (1.67327, -0.32195, 0.27037)
H (2.11890, -2.04192, 0.53027)
H (-0.20844, -2.22937, -0.97433)
H (1.44122, -2.43625, -1.55225)
H (1.44633, -0.64093, -2.81840)
H (0.85731, 0.42361, -1.57044)
H (-1.00234, -1.34166, -3.21236)
H (-0.46995, 0.24513, -3.69132)
H (-5.40484, -2.20372, -1.15942)
H (-5.23262, -0.49433, -0.81259)
H (-3.64498, -1.81309, -3.78169)
C (5.12238, -4.48731, -7.28338)
O (4.53397, -3.24139, -6.97514)
C (3.37256, -2.93126, -7.73668)
C (2.11441, -3.00210, -6.89680)
N (1.79182, -4.37401, -6.52759)
C (0.75310, -4.50204, -5.50320)
C (0.99342, -3.87332, -4.13496)
O (2.00750, -4.49800, -3.36843)
C (3.32851, -4.09869, -3.66548)
H (6.10484, -4.51047, -6.81361)
H (4.53663, -5.32565, -6.89104)
H (5.25029, -4.61233, -8.36290)
H (3.29375, -3.57534, -8.61779)
H (3.49272, -1.90235, -8.08686)
H (1.28248, -2.58420, -7.47160)
H (2.27245, -2.36280, -6.01853)
H (2.62849, -4.82836, -6.18891)
H (0.59444, -5.57173, -5.34808)
H (-0.17920, -4.09856, -5.91052)
H (0.07231, -3.99880, -3.56023)
H (1.16561, -2.79126, -4.19073)
H (3.38417, -3.04573, -3.95495)
H (3.76948, -4.72103, -4.45084)
H (3.92763, -4.23954, -2.76493)
C (2.65949, 6.53856, 6.05195)
O (1.46888, 6.89649, 5.38208)
C (1.66564, 7.54149, 4.12953)
C (1.28418, 6.64533, 2.96961)
N (2.22200, 5.54239, 2.81264)
C (1.78110, 4.49004, 1.89336)
C (0.49050, 3.74019, 2.20396)
O (0.55645, 2.89913, 3.34046)
C (0.36254, 3.52170, 4.59238)
H (2.39215, 6.26851, 7.07268)
H (3.14742, 5.67519, 5.58730)
H (3.36468, 7.37460, 6.08679)
H (2.69414, 7.90083, 4.02662)
H (1.00623, 8.41406, 4.11952)
H (1.27907, 7.24019, 2.05107)
H (0.25960, 6.29575, 3.15102)
H (2.38935, 5.12277, 3.71666)
H (2.58529, 3.75197, 1.85082)
H (1.69625, 4.92455, 0.89255)
H (0.29594, 3.07440, 1.35983)
H (-0.37955, 4.40488, 2.26992)
H (-0.34852, 4.35110, 4.53901)
H (1.31334, 3.86760, 5.01140)
H (-0.03831, 2.77011, 5.27377)

## Properties
total charge: -1
energy: -75587.1594 eV
frontier orbital gap: 9.036 eV
HOMO energy: -6.72 eV
relative energy (zero: lowest compared OMol25 entry of this formula, charge and spin): 40.23 kJ/mol

=====

Below is a cluster of 2 separate species, C2H3NO3 in total in a non-equilibrium geometry, with properties calculated with ωB97M-V with the def2-TZVPD basis set.

Element x y z (Å)
C (-1.02044, 0.76595, -0.09367)
C (0.07046, -0.21465, -0.03935)
N (1.29914, -0.46556, 0.70793)
O (1.57630, -1.62476, 1.02812)
O (1.90833, 0.52744, 1.04045)
O (-1.11881, -0.65282, 0.25423)
H (-1.44583, 1.41520, 0.72500)
H (-1.48248, 0.89804, -1.01419)
H (0.21333, -0.64884, -2.60853)

## Properties
total charge: 0
energy: -9745.7507 eV
frontier orbital gap (alpha / beta): 8.567 / 9.773 eV
HOMO energy (alpha / beta): -9.50 / -11.22 eV
relative energy (zero: lowest compared OMol25 entry of this formula, charge and spin): 997.54 kJ/mol